(1)
Below is the molecule C3H6N2, with properties calculated with the ωB97M-V functional and the def2-TZVPD basis.

Cartesian coordinates (Å):
C 0.10 1.49 0.32
C 0.43 0.22 -0.40
N 1.35 -0.15 -1.13
H 0.88 2.23 0.17
H 0.00 1.28 1.39
H -0.85 1.88 -0.04
C -0.33 -1.14 -0.36
N -0.49 -1.86 0.74
H -0.50 -1.27 1.57
H -1.10 -1.07 -1.14
H 0.50 -1.61 -1.12

For the HOMO-LUMO gap (alpha / beta), the calculation gives 0.310 / 0.354 Ha. For the total energy, the calculation gives -6183.8793 eV. For the HOMO energy (alpha / beta), the calculation gives -8.96 / -9.52 eV. For the LUMO energy (alpha / beta), the calculation gives -0.5 / 0.1 eV.

(2)
Below is a structure of composition C18H37As3NOsSi2, with properties calculated with the ωB97M-V functional and the def2-TZVPD basis.

Cartesian coordinates (Å):
Os 0.25 -0.02 -1.59
C 4.17 1.81 -1.13
As 2.29 1.53 -0.66
C 2.36 1.38 1.30
C 1.45 3.29 -0.77
C 2.23 4.44 -0.69
C 1.64 5.69 -0.73
C 0.26 5.81 -0.85
C -0.52 4.67 -0.92
C 0.07 3.41 -0.88
As -1.12 1.86 -1.01
C -2.30 2.28 -2.50
C -2.26 2.08 0.56
H 4.65 2.41 -0.36
H 4.26 2.31 -2.10
H 4.68 0.85 -1.19
H 2.96 2.20 1.69
H 2.79 0.43 1.61
H 1.34 1.46 1.69
H 3.30 4.34 -0.60
H 2.26 6.57 -0.68
H -0.20 6.78 -0.91
H -1.60 4.76 -1.00
H -3.01 3.07 -2.23
H -2.88 1.40 -2.80
H -1.72 2.61 -3.36
H -2.59 3.12 0.60
H -1.68 1.86 1.47
H -3.13 1.43 0.52
C 1.20 -2.25 -5.36
C 0.94 -1.75 -4.07
N 0.72 -1.40 -2.99
H 1.87 -1.59 -5.92
H 0.27 -2.35 -5.93
H 1.67 -3.23 -5.30
C -2.45 -4.16 1.04
Si -0.88 -3.97 -0.02
C 0.68 -4.82 0.64
C -1.21 -4.10 -1.89
As -0.12 -1.22 0.36
Si -0.86 -0.97 3.39
C -2.73 -1.00 3.12
C -0.03 0.58 4.11
C 0.12 -2.56 3.69
H -2.87 -5.15 0.87
H -3.22 -3.44 0.78
H -2.24 -4.09 2.11
H 0.59 -5.89 0.53
H 0.85 -4.62 1.69
H 1.58 -4.51 0.10
H -1.47 -5.12 -2.14
H -0.33 -3.84 -2.47
H -2.04 -3.47 -2.21
H -3.05 -0.21 2.45
H -3.25 -0.85 4.06
H -3.06 -1.94 2.71
H -0.34 1.51 3.63
H 1.05 0.51 4.08
H -0.30 0.68 5.16
H -0.45 -3.45 3.45
H 0.43 -2.64 4.74
H 1.03 -2.56 3.08

For the HOMO-LUMO gap (alpha / beta), the calculation gives 0.217 / 0.212 Ha. For the total energy, the calculation gives -221467.8456 eV. The charge is +3. For the HOMO energy (alpha / beta), the calculation gives -16.47 / -16.62 eV. For the LUMO energy (alpha / beta), the calculation gives -10.6 / -10.9 eV.

(3)
Below is a cluster of 4 separate species, C33H49BF6N6O5S in total, with properties calculated with the ωB97M-V functional and the def2-TZVPD basis.

Cartesian coordinates (Å):
C -0.84 -1.93 1.82
C -1.38 -0.72 2.62
O -1.07 0.55 2.00
C 0.09 1.06 2.52
C 0.05 1.72 3.70
B -1.31 1.96 4.50
N -1.37 1.99 5.95
O -2.49 2.15 3.75
C 1.28 2.22 4.23
S 1.42 3.11 5.76
O 1.47 2.21 6.85
O 0.52 4.21 5.85
F 2.88 3.75 5.65
C 2.43 2.02 3.56
C 2.46 1.36 2.33
N 3.66 1.19 1.71
C 3.62 0.54 0.59
C 4.95 0.29 -0.09
C 5.68 -0.87 0.66
C 5.47 -2.26 0.00
C 4.44 -3.13 0.71
F 5.12 -3.91 1.60
F 3.53 -2.43 1.42
C 3.64 -4.11 -0.23
F 4.11 -4.13 -1.49
F 3.70 -5.37 0.22
F 2.34 -3.79 -0.24
C 2.37 0.07 0.03
C 2.41 -0.65 -1.31
C 1.03 -0.81 -1.97
C 1.28 -1.12 -3.47
C 1.73 0.11 -4.29
C 0.96 1.42 -4.01
C -0.51 1.30 -4.50
C -1.48 2.16 -3.63
C -2.43 1.21 -2.85
C -3.19 2.08 -1.81
C -4.43 1.33 -1.26
C -3.94 0.03 -0.59
O -5.00 -0.42 0.26
C -4.57 -1.59 0.98
N 1.20 0.21 0.58
C 1.29 0.86 1.78
H -1.67 -2.65 1.73
H -0.05 -2.44 2.37
H -0.50 -1.61 0.83
H -2.46 -0.80 2.79
H -0.92 -0.75 3.62
H -1.80 1.17 6.36
H -1.78 2.85 6.31
H -2.63 3.11 3.68
H 3.37 2.37 3.97
H 5.51 1.22 0.02
H 4.84 0.11 -1.16
H 6.74 -0.60 0.76
H 5.28 -0.87 1.67
H 6.43 -2.78 0.05
H 5.27 -2.09 -1.06
H 3.00 0.00 -1.97
H 2.97 -1.59 -1.26
H 0.57 -1.73 -1.57
H 0.37 0.04 -1.81
H 2.09 -1.85 -3.54
H 0.41 -1.61 -3.93
H 1.68 -0.06 -5.38
H 2.79 0.28 -4.08
H 1.43 2.22 -4.59
H 1.03 1.70 -2.95
H -0.54 1.59 -5.56
H -0.86 0.26 -4.47
H -0.95 2.77 -2.90
H -2.10 2.75 -4.32
H -1.86 0.40 -2.36
H -3.10 0.73 -3.58
H -2.45 2.30 -1.02
H -3.49 3.02 -2.28
H -4.90 1.95 -0.50
H -5.08 1.06 -2.10
H -3.67 -0.74 -1.33
H -3.03 0.28 -0.02
H -5.20 -2.45 0.72
H -4.61 -1.36 2.05
H -3.55 -1.82 0.69
C -5.88 -0.24 -5.23
C -5.59 1.18 -5.03
N -5.37 2.29 -4.87
H -5.94 -0.75 -4.27
H -6.82 -0.36 -5.76
H -5.08 -0.70 -5.82
C -3.55 2.10 9.40
C -3.59 1.33 8.15
N -3.61 0.73 7.18
H -4.06 1.55 10.19
H -2.51 2.26 9.69
H -4.04 3.06 9.26
C 3.11 -3.83 -5.88
C 2.90 -2.47 -6.37
N 2.73 -1.40 -6.75
H 2.27 -4.13 -5.26
H 3.21 -4.51 -6.72
H 4.02 -3.87 -5.28

For the HOMO-LUMO gap, the calculation gives 0.319 Ha. For the total energy, the calculation gives -82010.4092 eV. For the HOMO energy, the calculation gives -9.07 eV. For the LUMO energy, the calculation gives -0.4 eV. As for the SMILES: CCOc1c(B(N)O)c(S(=O)(=O)F)cc2nc(CCCC(F)(F)C(F)(F)F)c(CCCCCCCCCCCOC)nc12.CC#N.CC#N.CC#N.

(4)
Below is a cluster of 2 separate species, C3H7NO2 in total, with properties calculated with the ωB97M-V functional and the def2-TZVPD basis.

Cartesian coordinates (Å):
C -1.48 -0.71 -0.55
C 1.72 -0.48 0.03
N -1.63 0.01 0.50
C -0.17 1.36 0.16
O 0.79 0.29 -0.68
O -0.70 2.14 -0.58
H -1.76 -0.20 1.49
H -1.71 -1.77 -0.58
H -1.44 -0.18 -1.50
H 0.37 1.61 1.08
H 1.24 -1.06 0.83
H 2.52 0.12 0.47
H 2.25 -1.12 -0.68

For the HOMO-LUMO gap, the calculation gives 0.357 Ha. For the total energy, the calculation gives -8806.0244 eV. For the HOMO energy, the calculation gives -9.49 eV. For the LUMO energy, the calculation gives 0.2 eV. As for the SMILES: COC=O.C=N.

(5)
Below is a cluster of 8 separate species, C68H164F6N4O4P4 in total, with properties calculated with the ωB97M-V functional and the def2-TZVPD basis.

Cartesian coordinates (Å):
C 7.77 3.04 5.62
N 8.67 2.23 4.70
C 7.81 1.67 3.50
C 9.72 3.16 4.05
C 9.35 1.13 5.57
C 8.51 0.11 6.21
O 7.92 -0.73 5.23
H 7.21 3.78 5.06
H 8.46 3.50 6.33
H 7.10 2.40 6.20
H 6.96 1.16 3.96
H 8.42 1.00 2.88
H 7.45 2.46 2.85
H 10.48 2.61 3.51
H 10.22 3.58 4.92
H 9.27 3.91 3.40
H 9.93 1.73 6.27
H 10.00 0.74 4.79
H 7.75 0.52 6.88
H 9.09 -0.49 6.91
H 7.84 -1.62 5.57
C 1.08 0.44 10.72
N 2.14 -0.03 9.70
C 1.39 -0.63 8.54
C 2.86 1.22 9.23
C 3.18 -1.10 10.13
C 4.06 -0.75 11.35
O 5.10 0.11 10.99
H 1.58 0.91 11.57
H 0.47 -0.41 11.02
H 0.40 1.05 10.13
H 2.17 -1.13 7.98
H 0.85 0.13 7.98
H 0.68 -1.35 8.96
H 3.43 1.57 10.09
H 2.12 1.97 8.97
H 3.45 0.94 8.35
H 3.80 -1.38 9.28
H 2.50 -1.92 10.36
H 4.41 -1.71 11.73
H 3.58 -0.26 12.19
H 5.58 0.24 11.81
C 4.90 -5.22 0.24
N 4.49 -6.68 0.11
C 3.04 -6.72 -0.56
C 5.46 -7.48 -0.90
C 4.52 -7.50 1.45
C 3.20 -7.48 2.29
O 2.79 -6.17 2.61
H 5.89 -5.11 0.68
H 4.17 -4.77 0.92
H 4.85 -4.78 -0.76
H 2.34 -6.15 0.06
H 2.76 -7.77 -0.67
H 3.04 -6.34 -1.58
H 5.75 -7.01 -1.84
H 4.87 -8.38 -1.11
H 6.34 -7.87 -0.40
H 5.41 -7.10 1.95
H 4.64 -8.53 1.10
H 3.17 -8.20 3.10
H 2.34 -7.93 1.80
H 3.34 -5.84 3.32
C 2.76 2.17 -3.55
N 2.81 0.89 -4.53
C 4.32 0.58 -4.44
C 1.94 -0.22 -3.87
C 2.43 1.29 -6.00
C 0.91 1.76 -6.14
O 0.03 0.68 -5.99
H 1.69 2.30 -3.38
H 3.34 2.97 -4.01
H 3.22 1.89 -2.61
H 4.45 0.09 -3.48
H 5.02 1.42 -4.46
H 4.60 -0.23 -5.11
H 2.40 -0.49 -2.92
H 1.93 -1.07 -4.56
H 0.98 0.20 -3.59
H 2.75 0.41 -6.55
H 3.07 2.13 -6.27
H 0.69 2.27 -7.08
H 0.59 2.55 -5.46
H -0.35 0.48 -6.85
C 6.94 13.74 -5.83
C 7.05 14.53 -4.51
C 5.71 14.60 -3.76
C 5.22 13.29 -3.18
P 3.81 13.37 -1.94
C 3.24 11.76 -1.39
C 4.28 11.01 -0.42
C 3.82 9.55 -0.42
C 4.94 8.54 -0.34
C 4.35 14.34 -0.54
C 5.67 13.92 0.13
C 6.11 15.06 1.11
C 7.42 14.73 1.87
C 2.46 14.29 -2.83
C 1.96 13.70 -4.21
C 0.64 14.40 -4.67
C 0.75 15.92 -4.79
H 6.41 12.78 -5.77
H 7.94 13.56 -6.23
H 6.27 14.25 -6.52
H 7.38 15.52 -4.82
H 7.77 14.00 -3.90
H 4.98 15.04 -4.45
H 5.80 15.26 -2.90
H 6.04 12.82 -2.64
H 4.83 12.58 -3.91
H 3.01 11.34 -2.37
H 2.27 11.90 -0.92
H 4.32 11.31 0.62
H 5.30 11.10 -0.80
H 3.11 9.26 -1.20
H 3.18 9.35 0.43
H 5.80 8.71 0.31
H 5.25 8.39 -1.37
H 4.59 7.54 -0.09
H 3.56 14.37 0.21
H 4.36 15.41 -0.76
H 6.43 13.74 -0.63
H 5.57 12.93 0.59
H 5.34 15.34 1.82
H 6.12 16.00 0.56
H 8.44 14.71 1.49
H 7.23 13.80 2.40
H 7.60 15.60 2.50
H 2.99 15.23 -2.72
H 1.63 14.43 -2.14
H 1.65 12.66 -4.14
H 2.69 13.78 -5.02
H -0.12 14.10 -3.95
H 0.25 14.02 -5.61
H -0.27 16.24 -4.56
H 0.91 16.27 -5.81
H 1.49 16.39 -4.15
C -8.36 -8.80 -10.92
C -8.13 -7.66 -9.98
C -6.87 -7.87 -9.05
C -6.30 -6.65 -8.29
P -7.19 -6.15 -6.86
C -6.24 -4.79 -5.98
C -4.94 -5.22 -5.27
C -4.16 -4.05 -4.76
C -4.82 -3.17 -3.63
C -7.48 -7.62 -5.77
C -6.16 -8.34 -5.23
C -6.44 -9.80 -5.11
C -7.68 -10.20 -4.30
C -8.90 -5.47 -7.28
C -8.83 -4.50 -8.42
C -10.28 -4.19 -8.90
C -11.14 -3.54 -7.85
H -8.64 -9.74 -10.45
H -7.53 -8.99 -11.61
H -9.13 -8.42 -11.59
H -9.04 -7.41 -9.42
H -8.03 -6.76 -10.59
H -6.07 -8.09 -9.75
H -7.02 -8.72 -8.39
H -6.19 -5.83 -9.00
H -5.31 -7.01 -8.02
H -6.91 -4.27 -5.29
H -6.07 -4.08 -6.78
H -4.30 -5.81 -5.92
H -5.12 -5.81 -4.37
H -3.85 -3.42 -5.59
H -3.20 -4.37 -4.34
H -5.27 -2.36 -4.20
H -4.13 -2.64 -2.97
H -5.59 -3.72 -3.09
H -8.11 -8.27 -6.39
H -8.02 -7.23 -4.91
H -5.88 -8.03 -4.23
H -5.27 -8.13 -5.83
H -5.55 -10.20 -4.63
H -6.35 -10.29 -6.08
H -7.70 -9.55 -3.43
H -7.53 -11.17 -3.83
H -8.64 -10.10 -4.80
H -9.20 -4.86 -6.43
H -9.63 -6.25 -7.47
H -8.32 -4.92 -9.29
H -8.24 -3.64 -8.09
H -10.78 -5.12 -9.17
H -10.20 -3.54 -9.77
H -10.63 -2.57 -7.77
H -11.15 -4.08 -6.91
H -12.12 -3.43 -8.32
C -1.55 -6.85 8.49
C -1.65 -5.83 7.44
C -3.01 -5.93 6.62
C -3.10 -4.91 5.50
P -4.29 -5.21 4.10
C -5.95 -5.55 4.75
C -6.18 -6.95 5.38
C -7.36 -6.93 6.33
C -8.79 -6.96 5.67
C -4.35 -3.67 3.13
C -4.55 -2.23 3.78
C -4.52 -1.13 2.74
C -4.37 0.42 3.25
C -3.47 -6.59 3.29
C -3.73 -6.72 1.78
C -2.86 -7.85 1.16
C -3.23 -9.33 1.46
H -0.60 -6.97 9.01
H -1.81 -7.84 8.12
H -2.32 -6.71 9.25
H -0.86 -5.99 6.71
H -1.39 -4.85 7.86
H -3.78 -5.75 7.36
H -3.10 -6.89 6.10
H -2.09 -4.76 5.10
H -3.26 -3.90 5.87
H -6.57 -5.43 3.86
H -6.10 -4.75 5.47
H -5.32 -7.23 5.97
H -6.29 -7.72 4.61
H -7.14 -6.07 6.98
H -7.44 -7.78 7.00
H -9.38 -6.17 6.13
H -9.35 -7.90 5.79
H -8.88 -6.70 4.62
H -5.15 -3.77 2.39
H -3.38 -3.68 2.65
H -3.83 -2.12 4.58
H -5.55 -2.21 4.22
H -5.47 -1.11 2.20
H -3.75 -1.32 2.00
H -4.38 1.08 2.39
H -3.36 0.50 3.66
H -5.14 0.74 3.95
H -3.73 -7.54 3.75
H -2.43 -6.32 3.48
H -3.51 -5.78 1.28
H -4.79 -6.88 1.58
H -1.78 -7.70 1.29
H -2.99 -7.69 0.08
H -2.95 -9.72 2.44
H -2.76 -9.92 0.68
H -4.30 -9.55 1.37
P 1.47 0.88 2.49
F 2.00 2.30 1.85
F 0.31 0.85 1.32
F 2.54 0.12 1.46
F 1.05 -0.61 3.06
F 2.57 1.07 3.72
F 0.42 1.55 3.49

For the HOMO-LUMO gap, the calculation gives 0.333 Ha. For the total energy, the calculation gives -140735.8233 eV. The charge is +6. For the HOMO energy, the calculation gives -17.63 eV. For the LUMO energy, the calculation gives -8.6 eV.

(6)
Below is a structure of composition C13H30BCl3InNO2P, with properties calculated with the ωB97M-V functional and the def2-TZVPD basis.

Cartesian coordinates (Å):
C 4.58 2.51 1.44
C 4.49 1.11 0.52
C 3.74 1.55 -0.90
C 2.22 0.93 -0.98
C 1.03 2.04 -1.17
C -0.27 1.52 -2.02
In -1.34 -0.28 -1.15
C -2.11 -1.48 -2.97
C -2.41 -0.31 -4.12
O -3.58 0.38 -4.05
B -3.17 0.19 0.10
O -4.21 -0.88 0.20
N -3.47 1.49 0.82
C -3.35 1.27 2.32
C -2.63 2.65 0.33
P 0.13 -1.88 0.15
C 1.70 -2.42 -0.86
C -0.91 -3.53 0.22
H 4.25 2.26 2.56
H 5.71 2.88 1.40
H 3.86 3.33 1.02
H 3.86 0.34 1.16
H 5.56 0.66 0.34
H 4.37 1.01 -1.75
H 3.81 2.70 -1.09
H 2.20 0.16 -1.85
H 1.99 0.36 0.04
H 1.50 2.93 -1.81
H 0.78 2.50 -0.12
H 0.01 1.28 -3.14
H -1.04 2.43 -2.06
H -3.14 -1.99 -2.70
H -1.30 -2.26 -3.34
H -1.64 -0.02 -4.96
H -3.73 -1.70 0.56
H -3.44 2.28 2.91
H -2.38 0.66 2.60
H -4.26 0.58 2.63
H -1.47 2.42 0.38
H -3.01 2.89 -0.78
H -2.91 3.58 0.98
H 1.54 -2.05 -1.97
H 2.60 -1.84 -0.35
H 1.87 -3.57 -0.75
H -0.21 -4.43 -0.11
H -1.76 -3.42 -0.58
H -1.28 -3.78 1.30
C -0.65 -3.05 4.38
Cl 0.65 -2.51 5.45
Cl -1.34 -1.68 3.50
Cl -0.05 -4.28 3.25
H -1.44 -3.50 4.99

For the HOMO-LUMO gap, the calculation gives 0.231 Ha. For the total energy, the calculation gives -72253.6812 eV. The charge is -1. For the HOMO energy, the calculation gives -3.91 eV. For the LUMO energy, the calculation gives 2.4 eV.